Record 1
ORCA calculation (ωB97M-V/def2-TZVPD) on a cluster of 6 separate species, C4H20NO6S2 in total.

Its multiplicity is 1. Its charge is -1. The calculated total energy is -1466.87787 a.u. For the molecular weight, the calculation gives 242.339 g/mol. The value obtained for the largest force on an atom is 7.2 eV/Å. The relative energy (zero: lowest compared OMol25 entry of this formula, charge and spin) is 277.8 kJ/mol.

XYZ file:
```
33
Properties=species:S:1:pos:R:3:lowdin_charge:R:1
S -0.01018 -0.00178 -0.97766 0.4331
S -0.13235 0.79158 -2.89271 0.1672
O 3.05920 -2.99494 1.45176 -0.0765
O -2.50715 -2.77120 -1.88522 -0.0296
O 2.58559 -2.00338 -2.23879 -0.0975
O 0.65467 -2.82934 0.32105 -0.1349
O -0.63207 -0.45998 0.67012 -0.6244
O -3.42404 1.84807 1.14423 -0.0629
N 0.08121 2.78012 2.12084 -0.1065
C 0.31189 1.64808 -0.15725 -0.3886
C -0.16793 0.19007 1.87589 -0.2147
C 0.44950 1.58807 1.36097 -0.3641
C 0.13564 2.86315 3.50823 -0.1862
H -0.80535 3.26124 3.90845 0.0892
H 0.62346 -0.33957 2.25557 0.0623
H -0.59909 2.14034 -0.42271 0.0422
H 1.28906 -2.22200 -0.21287 0.0331
H -0.88685 3.05986 1.86676 0.1125
H -2.39115 -1.98460 -2.24790 -0.0746
H -1.16599 0.39156 2.49238 0.1362
H 1.22703 2.15103 -0.59912 0.0912
H 0.98683 3.30511 3.94431 0.0535
H -0.17002 -2.32066 0.36296 -0.0133
H 1.74273 -1.88615 -2.70812 0.0189
H -1.12855 1.69988 -2.95426 -0.2380
H -2.80060 0.99909 1.13201 0.0972
H 2.74589 -1.09468 -2.59710 0.0490
H 1.53185 1.37479 1.72369 0.1486
H 0.04657 1.93439 4.05422 0.0640
H 3.07441 -2.08831 1.07490 0.0408
H 2.26236 -3.38840 1.16695 -0.0367
H -4.11093 1.63758 0.61838 -0.0508
H -2.02367 -2.77827 -1.01070 0.0604
```

***

Record 2
ORCA calculation (ωB97M-V/def2-TZVPD) on a cluster of 2 separate species, C24H24O3S2 in total.

Its multiplicity is 1. The calculated total energy is -1950.90336 a.u. For the molecular weight, the calculation gives 424.587 g/mol. The value obtained for the largest force on an atom is 1.9 eV/Å.

XYZ file:
```
53
Properties=species:S:1:pos:R:3:lowdin_charge:R:1
S -1.19166 2.23622 2.98054 0.5836
S -2.19609 -0.48760 3.43480 0.5655
O 4.42077 5.13841 0.23632 0.0220
O 0.32906 0.14583 3.11219 -0.2169
O -5.06516 7.07204 -1.96170 -0.0589
C 2.13232 -1.09502 3.99539 -0.0542
C -3.35579 5.01008 0.48291 0.0191
C -4.07377 6.33722 -1.40210 -0.2344
C 5.56208 6.42406 1.91570 0.0018
C -2.05085 4.86656 -0.07521 -0.1924
C 4.94276 6.38421 0.65821 -0.2351
C 2.61580 3.65371 0.68030 0.0366
C 0.26700 -2.30416 2.79506 -0.1057
C 0.63112 -1.16733 3.69031 -0.4730
C -4.78875 7.68523 -3.24341 -0.0521
C -1.07923 4.14032 0.65039 0.0536
C 1.27141 3.41657 0.86250 0.0152
C 5.90142 8.80260 1.62901 -0.0890
C -4.33791 5.72584 -0.14865 0.0234
C 0.30569 4.41111 0.56362 -0.1910
C 2.12934 5.94891 0.01765 0.0140
C 3.05377 4.93693 0.30276 -0.1972
C -2.79194 6.19411 -1.98943 -0.0051
C 6.01081 7.64941 2.41179 -0.0722
C 0.78240 5.70282 0.18923 0.0045
C -0.97351 0.58631 3.10208 -1.3464
C -1.80856 5.47604 -1.34567 -0.0057
C 5.32206 8.74959 0.35956 -0.0739
C 4.83002 7.53539 -0.13755 -0.0295
H -2.56214 6.67918 -2.93803 0.1065
H -0.79966 -2.32542 2.56653 0.0116
H 2.70838 -0.96507 3.06906 0.0790
H 6.26639 9.74425 2.03646 0.1040
H 0.89276 2.46320 1.24383 0.0906
H 0.09195 6.53075 0.02916 0.1239
H -4.47593 6.94400 -3.99874 0.0990
H 5.23875 9.65880 -0.24399 0.1091
H -5.73690 8.14459 -3.53148 0.0975
H -3.53941 4.51905 1.43803 0.1327
H 3.34568 2.86743 0.84033 0.1305
H 0.52709 -3.22706 3.30770 0.0824
H 2.45234 6.92170 -0.33624 0.1033
H 0.07246 -1.27781 4.63545 0.1200
H -0.85352 5.35499 -1.86607 0.1287
H 2.35921 -0.26006 4.66499 0.0776
H 4.33947 7.49708 -1.11551 0.1194
H -1.45678 3.34642 1.30319 -0.0496
H 2.49496 -2.00120 4.48619 0.0763
H -3.98902 8.44168 -3.15925 0.1007
H 0.80829 -2.26508 1.85152 0.0822
H -5.31584 5.85763 0.30864 0.1290
H 6.44424 7.66254 3.41636 0.1109
H 5.62275 5.49129 2.48512 0.1279
```

***

Record 3
ORCA calculation (ωB97M-V/def2-TZVPD) on a cluster of 10 separate species, C50H128N12O18 in total.

Its multiplicity is 1. The calculated total energy is -3992.79420 a.u. Its structure (SMILES) is COCCNCCOC.COCCNCCOC.COCCNCCOC.COCCNCCOC.COCCNCCOC.COCCNCCOC.COCCNCCOC.COCCNCCOC.NC(N)=O.NC(N)=O. For the molecular weight, the calculation gives 1185.640 g/mol. The value obtained for the largest force on an atom is 3.4 eV/Å. The relative energy (zero: lowest compared OMol25 entry of this formula, charge and spin) is 257.4 kJ/mol.

XYZ file:
```
208
Properties=species:S:1:pos:R:3:lowdin_charge:R:1
O 3.04023 -4.12615 5.33468 -0.2360
O 0.22187 -0.46991 -4.30695 -0.2240
O 6.30492 -1.58734 2.63558 -0.1885
O 2.82434 2.77867 -0.14348 -0.1997
O -6.41669 4.79725 6.20423 -0.1970
O -0.39238 5.31935 1.42574 -0.1905
O -3.72299 -3.22471 -5.17456 -0.1858
O -7.11296 4.80210 1.96040 -0.2084
O 0.90219 -0.88556 0.43608 -0.2099
O -4.28845 1.70590 -1.87179 -0.2132
O 0.42580 -3.94288 -2.44615 -0.1658
O -1.48815 -8.43846 -3.74164 -0.1931
O -2.42852 -1.86808 3.44046 -0.2077
O 4.51092 -5.25493 2.27446 -0.0145
O 10.17633 2.08167 -1.14227 -0.2091
O 6.14897 0.45539 -4.04144 -0.2085
O 4.08649 6.99364 -2.52631 -0.1813
O -5.68479 -1.69718 -1.31762 0.0565
N -6.56121 -3.25893 0.06012 0.1235
N -2.73795 -0.48814 -3.98022 -0.0127
N 3.65163 -6.91486 1.06852 0.1310
N 8.23751 -0.52926 0.68219 -0.0716
N 3.64545 -0.20568 -2.01983 -0.0532
N 0.82235 7.17399 -0.73445 -0.0547
N -1.88495 -5.84182 -2.74756 -0.0304
N 2.86582 -6.48937 3.30514 0.1590
N -4.49712 -2.20126 0.49320 0.1603
N 0.31913 -3.05553 5.53638 -0.0679
N -8.03993 6.14756 4.28348 -0.0462
N -2.45176 0.36526 -0.42043 -0.0546
C -3.98930 -0.91844 -4.64746 -0.1749
C -0.01086 6.67929 1.57104 -0.2317
C -1.01227 -3.22544 4.94188 -0.1979
C -0.56229 0.65634 -4.28599 -0.2653
C 7.28667 -1.60463 0.34562 -0.1981
C 0.80109 -4.31975 6.20204 -0.1621
C -4.20364 2.05561 -0.53513 -0.2383
C -7.12181 6.78061 3.25649 -0.1814
C 3.02133 6.46825 -1.80417 -0.2539
C -0.88471 -3.56456 -2.43969 -0.2655
C 0.26732 -1.11788 -5.60764 -0.0687
C 3.59057 1.27382 -1.89508 -0.1631
C -5.56278 -2.35666 -0.34554 -0.7016
C -1.75084 -4.66615 -1.82604 -0.1663
C 5.05901 6.00731 -2.73541 -0.1203
C 1.37035 -2.90133 -2.54531 -0.0924
C 1.51545 2.97397 -0.55695 -0.1215
C 9.89878 1.00019 -0.22619 -0.1763
C -2.00835 0.53710 -4.71695 -0.2105
C -3.04349 -0.59531 3.31707 -0.1294
C 6.95359 -2.40094 1.62690 -0.1837
C -0.33313 -0.18392 0.65358 -0.2127
C 1.99798 7.58682 -1.51967 -0.1778
C -2.64225 -6.97770 -2.23777 -0.2545
C 4.35584 -3.71472 5.36590 -0.1239
C -4.40540 -2.33456 -4.35389 -0.2608
C 2.32177 -4.16549 6.57367 -0.1795
C -7.71944 4.09265 0.86908 -0.0998
C 8.44191 0.46348 -0.34229 -0.2189
C 1.37664 -1.33437 1.69288 -0.1125
C -4.24483 -4.53020 -5.09596 -0.1184
C -5.62528 1.71795 -2.30581 -0.0802
C 7.52017 0.43837 -4.14843 -0.1317
C 4.13238 -0.63752 -3.30919 -0.1934
C -1.56992 5.15180 2.19850 -0.1027
C 5.68306 -0.66009 -3.34923 -0.2193
C -2.73911 1.73610 -0.08786 -0.1926
C 3.40316 1.50535 -0.37935 -0.1919
C 3.67790 -6.17934 2.24927 -0.6368
C -1.44350 -1.80537 4.45261 -0.2356
C -2.79555 -7.97546 -3.33478 -0.2535
C 4.91982 -1.49817 2.49780 -0.1378
C -6.59133 6.14071 6.39748 -0.2609
C -7.84441 6.75463 5.64598 -0.1901
C -7.53383 6.16885 1.92148 -0.2289
C -1.52352 -9.56049 -4.60243 -0.1158
C -1.01379 0.14824 -0.65919 -0.1967
C 9.38417 3.21888 -0.88394 -0.1215
C 1.17496 6.99617 0.65613 -0.2183
C -7.51105 4.05148 6.69352 -0.0953
H 0.42288 6.33792 -1.15165 0.1089
H 6.36517 -3.28448 1.34443 0.1114
H -0.98662 -3.82662 4.03676 0.1134
H -2.12446 -7.62629 -1.42245 0.1407
H -1.86272 -1.30808 5.31657 0.1090
H -2.14361 2.44578 -0.65227 0.1100
H 1.63725 -0.51314 2.37239 0.0938
H 4.50715 -2.68973 5.66904 0.0852
H -6.36412 -4.16284 0.53674 0.1052
H -1.23845 -4.81674 -0.86605 0.1158
H -2.32684 0.22658 3.35633 0.0764
H 1.92528 6.19855 0.76101 0.1121
H 6.07947 -1.58945 -3.97912 0.1470
H -3.78452 -0.40628 4.10276 0.0921
H 0.17436 -4.47212 7.08421 0.1105
H -7.35769 7.85357 3.20338 0.1120
H 2.56709 5.68489 -2.44521 0.1253
H -4.30930 -2.54994 -3.26643 0.1118
H 1.47824 3.34590 -1.61703 0.0914
H -0.28231 -0.51943 -6.38340 0.0939
H -5.35923 -4.48709 -5.33572 0.1013
H -1.84097 -9.30180 -5.60796 0.0806
H -3.47621 -0.50584 2.27080 0.0798
H 3.45165 5.95622 -0.96558 0.1028
H -0.39112 1.05285 -3.26543 0.1109
H -2.94244 0.17372 -1.29999 0.0907
H -3.43884 -8.77787 -3.05590 0.1048
H -6.04029 6.78604 3.47341 0.1191
H 7.77827 1.30948 -0.28269 0.0942
H 7.86406 -2.80261 2.00413 0.1088
H 0.11323 6.98027 2.58292 0.1056
H -5.50161 -2.55476 -4.50200 0.1316
H -1.40917 5.34726 3.24045 0.0799
H -4.93356 1.47768 0.02258 0.1047
H -7.35493 3.09555 6.21333 0.0944
H 4.46572 -0.76236 1.72490 0.1021
H 7.76192 1.22121 -4.86975 0.0912
H -4.83527 -0.31336 -4.36721 0.0895
H 10.62190 0.22724 -0.44272 0.1143
H 9.78515 3.89684 -1.62099 0.0867
H 1.74288 7.85392 1.02294 0.1213
H -3.88734 -0.88841 -5.73559 0.1186
H -2.06048 0.32454 -5.78150 0.0962
H 3.45089 -7.92020 1.04236 0.1022
H 2.71647 0.66427 0.03670 0.1296
H 8.00817 -0.18443 1.60720 0.1091
H -8.58018 6.15825 1.71429 0.1082
H 8.32695 2.98773 -1.03839 0.0670
H -4.28729 -4.92632 -4.06147 0.0755
H -5.94205 2.76092 -2.56859 0.1071
H -6.72935 6.41232 7.48501 0.1266
H -0.93649 -0.70458 -1.37161 0.1024
H 3.03742 -5.82289 4.04835 0.0714
H 5.36198 5.49862 -1.82348 0.0842
H -6.12632 1.26072 -1.44793 0.0826
H 1.52562 -2.46072 -3.52615 0.0592
H 4.34777 1.51987 0.08020 0.0972
H 8.18536 -0.06201 -1.24942 0.0833
H -1.01396 -0.76709 1.26238 0.0953
H -1.66301 -3.58066 5.78001 0.1304
H 1.77014 7.93444 -2.52825 0.1181
H -8.47953 4.50920 6.40236 0.0853
H 0.94608 3.68207 0.09210 0.0879
H 4.51483 1.78444 -2.22995 0.1302
H -0.54071 -10.02669 -4.56917 0.0820
H -3.70665 -1.62975 0.18191 0.0788
H -3.30422 -7.37297 -4.10259 0.1123
H 3.70720 -1.59043 -3.56177 0.0848
H 10.00611 1.32668 0.83424 0.1233
H 4.66402 -3.81131 4.30674 0.0732
H -7.85351 7.85000 5.59263 0.1093
H 6.37512 -1.21331 -0.17946 0.1093
H -7.29929 -3.34899 -0.62538 0.0873
H 8.00251 0.71950 -3.17221 0.0855
H -0.80227 7.37471 1.28419 0.1183
H 0.64064 -5.18948 5.54434 0.1079
H 3.72142 0.03950 -4.13020 0.1376
H 7.80089 -2.34316 -0.31062 0.1258
H 2.43800 -3.36092 7.23477 0.0955
H -4.58065 -2.44124 1.47770 0.0933
H -2.59358 1.88719 1.02832 0.1211
H 4.28721 -6.49540 0.42945 0.0837
H 0.66198 -2.05943 2.18675 0.0988
H 4.63480 -1.12005 3.44436 0.0705
H -0.91812 -6.16587 -2.92899 0.1239
H -0.16393 -2.15548 -5.54927 0.0992
H 4.57662 -2.51724 2.32525 0.0658
H 4.75028 5.19724 -3.43145 0.0968
H -4.47924 3.13375 -0.34487 0.1347
H 5.86127 6.54287 -3.19433 0.0799
H -7.03605 3.31868 0.58139 0.0580
H -2.37338 5.78368 1.79384 0.0948
H -7.64399 5.21904 4.36990 0.0721
H 4.97329 -4.38869 6.00051 0.1024
H -7.46292 4.00929 7.78182 0.0918
H 2.39673 -7.42294 3.38879 0.1299
H -0.99005 -2.61310 -1.93460 0.0923
H 2.48091 8.37914 -0.96657 0.1109
H -0.14055 0.79040 1.28088 0.1543
H -7.68356 4.69569 -0.05610 0.0855
H 2.71889 1.67616 -2.38962 0.0961
H -2.14022 -1.30603 -3.96007 0.0787
H 2.34597 -3.33796 -2.23406 0.1077
H 2.76397 -5.01736 7.15837 0.1307
H -3.74339 -5.23751 -5.71033 0.0718
H 6.21434 -0.76208 -2.40902 0.0863
H -2.74469 -4.27596 -1.48865 0.1144
H 7.86007 -0.54540 -4.53584 0.0955
H -2.40295 1.54011 -4.48638 0.1278
H -5.65573 6.65403 6.06380 0.1246
H 1.32045 -1.19085 -5.91225 0.0837
H 1.06591 1.98724 -0.50732 0.0501
H -3.69671 -6.77957 -1.85825 0.1364
H -5.68874 1.08382 -3.15847 0.0564
H -8.77074 3.81800 1.10731 0.1043
H 0.81957 -2.88567 4.70393 0.0663
H 1.03994 -2.09011 -1.89844 0.0652
H -2.24440 -10.33994 -4.17918 0.1010
H -1.16722 -3.33704 -3.47469 0.1130
H -0.08602 1.37065 -5.02191 0.1372
H -1.81173 4.09013 2.06326 0.0791
H -6.99522 6.58673 1.08844 0.1116
H -0.55660 -1.15704 4.08652 0.1354
H 2.32056 -1.84624 1.51920 0.0715
H -8.77918 6.46252 6.21139 0.1030
H 9.53865 3.53773 0.17629 0.1015
H -0.54269 0.99571 -1.20543 0.0900
H 2.74515 -0.59188 -1.76453 0.0804
```